[1]
ORCA calculation (the ωB97M-V functional and the def2-TZVPD basis) on a molecular structure, C45H29N16OTi.

The geometry in XYZ format:
```
92
Properties=species:S:1:pos:R:3:forces:R:3
Ti -0.3120 0.5032 -0.1481 -0.1172 0.3541 -0.0651
O -1.2133 -0.6804 1.2213 0.0817 -0.2486 -0.1471
N 1.4839 -1.4945 -2.3780 -0.1696 0.0771 -0.0254
N -0.7791 -0.7636 -1.7067 0.0367 0.2001 0.0838
N -0.0289 -3.1053 -1.3192 -0.0537 -0.1954 0.1377
N 1.5058 -0.0749 2.0686 -0.1029 -0.1543 -0.1367
N -2.9704 0.0161 -2.3552 0.0023 -0.0127 -0.0665
N -2.0253 3.1395 1.1758 -0.0092 -0.0162 -0.0851
N -2.1376 0.5087 2.9145 0.0652 0.0083 0.0594
N 2.1417 -1.9867 0.9318 -0.0467 -0.0527 0.1654
N -0.1874 -3.8027 2.4382 0.0230 0.0387 0.0108
N -2.5470 -4.8873 0.5195 0.0051 0.0350 0.0031
N -2.1066 1.3945 -0.5389 0.0199 -0.0031 -0.0697
N 0.1627 2.2721 0.6676 -0.0440 -0.1935 -0.0464
N 2.5603 2.3164 0.2964 0.1169 0.0636 0.0348
N -2.2701 -1.5507 5.7167 0.0213 0.0044 -0.0063
N 1.5601 0.4495 -0.9239 -0.0796 -0.0007 0.0939
N -0.4460 -5.5492 -0.1886 -0.0216 -0.1497 0.0416
C 6.1394 0.4567 -1.6264 0.0341 -0.0163 -0.0145
C 5.1837 1.1814 -0.9444 -0.0490 -0.0011 0.0304
C 3.8501 0.7778 -1.0590 0.0454 0.0308 0.0163
C -5.0508 3.3135 0.5064 0.0350 -0.0042 -0.0101
C 2.0721 -0.5143 -1.7366 0.1687 -0.0971 0.0210
C 2.6334 1.2815 -0.4825 -0.1154 -0.0972 -0.0412
C 4.4799 -1.0517 -2.5340 -0.0097 0.0173 0.0293
C 3.5194 -0.3282 -1.8381 -0.0937 -0.0134 -0.0233
C -0.7220 3.1401 1.2807 0.0332 0.0885 0.0167
C -0.3724 5.2169 2.7930 0.0249 0.0128 0.0164
C -1.7383 -1.5780 -3.6781 -0.0496 -0.0060 -0.0320
C 0.5989 6.0540 3.3098 0.0260 -0.0369 -0.0119
C -3.0970 0.9385 -1.3819 0.0229 -0.0588 0.0489
C 0.1263 -1.7063 -2.2762 0.1654 0.3067 -0.3672
C -1.8669 -1.6642 4.6398 -0.0335 -0.0052 0.0243
C -4.0415 2.4901 -0.0214 -0.0076 -0.0102 -0.0234
C -4.3079 1.6145 -1.0896 -0.0780 0.0030 0.0262
C -1.1676 -3.3457 -0.7137 0.0273 -0.0675 0.0704
C -1.5798 -0.6153 2.4429 0.1002 0.1711 0.0199
C 3.9863 0.1530 3.2686 0.0068 -0.0133 0.0032
C 0.9508 -4.0154 -1.3525 -0.1034 0.0120 -0.0259
C 5.7987 -0.6525 -2.4209 0.0000 0.0118 -0.0028
C 1.3836 3.9506 1.6703 -0.0011 0.0781 0.0789
C -2.5597 -1.8288 -4.7676 0.0146 0.0282 0.0528
C 0.7019 -5.2430 -0.7810 0.1619 0.0188 -0.0564
C 2.4650 -0.9632 1.8116 0.0580 -0.0475 0.0258
C -0.7448 -2.8690 2.8336 0.0993 -0.0358 -0.0158
C 3.7435 -0.8644 2.3715 0.0011 0.0149 0.0358
C -0.5061 -2.1841 -3.5665 0.0622 -0.0551 0.1183
C -1.9069 -0.6886 -2.5232 0.0324 -0.0432 0.0976
C -6.3075 3.2234 -0.0336 -0.0160 -0.0320 -0.0427
C 2.3625 4.8045 2.1918 0.0029 -0.0597 -0.0416
C -0.0254 -3.0490 -4.5282 -0.0145 -0.0086 -0.0165
C 0.0354 4.1576 1.9891 -0.0285 -0.0386 -0.0336
C 1.7513 0.8817 2.9648 0.0206 0.0210 -0.0030
C 1.9560 5.8399 3.0080 -0.0220 0.0614 0.0288
C -2.6584 2.3590 0.2835 0.0260 0.0186 0.1091
C -0.8436 -3.3129 -5.6209 -0.0224 0.0009 -0.0156
C -6.5813 2.3311 -1.1038 -0.0362 0.0418 0.0347
C -5.6035 1.5330 -1.6363 0.0783 -0.0173 -0.0026
C -1.4149 -1.7260 3.3031 -0.0981 0.0042 -0.0004
C -2.0981 -2.7107 -5.7338 0.0227 -0.0222 -0.0261
C 1.4542 2.7978 0.8237 -0.0328 -0.0677 -0.0327
C 2.9654 1.0356 3.6039 0.0000 0.0117 -0.0068
C -1.3670 -4.6032 -0.1119 -0.1536 0.1119 0.0116
H 3.1100 1.8403 4.3104 0.0093 -0.0062 -0.0001
H 1.4616 -6.0146 -0.8077 -0.0172 -0.0138 0.0003
H -2.4743 -5.6439 1.1819 0.0332 -0.0182 -0.0106
H -2.3605 0.5837 3.8922 -0.0211 -0.0037 0.0088
H -7.5871 2.2870 -1.5046 0.0007 0.0046 0.0019
H -2.2017 1.3366 2.3376 -0.0551 -0.0129 -0.0112
H 1.1613 -2.2333 0.9994 -0.0190 0.0363 -0.0041
H -7.1087 3.8404 0.3547 0.0002 -0.0014 0.0012
H 4.1877 -1.8978 -3.1436 0.0090 -0.0009 -0.0003
H -0.5044 -3.9874 -6.3970 0.0017 0.0049 -0.0010
H -1.4234 5.3666 3.0063 -0.0009 -0.0019 -0.0051
H 5.4456 2.0335 -0.3306 -0.0001 0.0035 -0.0090
H 3.4074 4.6477 1.9555 -0.0070 -0.0032 -0.0056
H -3.0486 -4.0905 0.8802 -0.0045 0.0109 -0.0128
H 2.7077 -2.8142 1.0505 0.0510 0.0447 -0.0273
H 0.9288 1.5595 3.1657 0.0001 0.0208 -0.0099
H 7.1811 0.7470 -1.5517 -0.0031 0.0013 -0.0018
H -5.8083 0.8545 -2.4547 0.0009 0.0013 0.0023
H -2.7135 -2.9281 -6.5983 0.0019 -0.0054 0.0035
H 0.9576 -3.4945 -4.4401 0.0013 0.0121 0.0094
H 0.3192 6.8786 3.9534 0.0009 0.0062 -0.0068
H 4.9679 0.2521 3.7159 -0.0031 0.0082 0.0031
H -3.5202 -1.3373 -4.8498 -0.0001 -0.0070 -0.0038
H 6.5778 -1.1900 -2.9471 -0.0001 -0.0018 0.0039
H 2.6981 6.5120 3.4235 -0.0032 -0.0082 0.0066
H 1.8592 -3.7069 -1.8477 0.0379 -0.0195 0.0143
H 4.5124 -1.5767 2.1013 -0.0041 -0.0018 -0.0078
H -1.8933 -2.5429 -0.6983 -0.0413 -0.0069 0.0058
H -4.8271 3.9961 1.3165 -0.0009 -0.0069 0.0036
```
Forces are in eV/Å.

Calculated values
molecular weight = 857.71 g/mol
ΔE to the lowest compared entry with this formula, charge and spin = 89.9 kJ/mol
charge = -1
total energy = -96147.88610 eV



[2]
ORCA calculation (the ωB97M-V functional and the def2-TZVPD basis) on a molecular structure, C45H31F2MgN2O4PS2.

The geometry in XYZ format:
```
88
Properties=species:S:1:pos:R:3:forces:R:3
S -2.9659 2.4596 -4.6192 0.0791 0.0432 -0.0136
S -1.2783 1.9202 -1.6625 0.0073 0.3495 0.3097
P -1.5801 1.4940 -3.5773 -0.0546 -0.4001 -0.1900
Mg -1.7174 0.6338 1.2599 0.3701 -0.5527 -0.6499
F 4.3205 -0.1454 0.5730 0.0799 -0.0578 -0.0037
F 2.3715 4.0265 -0.1226 0.0198 -0.0120 -0.0149
O -3.8709 0.4793 1.1234 -0.0537 0.2088 -0.0393
O 0.8949 2.1160 4.5118 0.1724 0.0075 0.1842
O 0.2393 0.8003 2.6709 0.0845 0.0644 0.1122
O -5.7017 0.4189 2.3389 -0.2874 -0.0672 0.1551
N -2.3241 1.0646 3.1649 -0.0678 0.2926 0.4071
N -1.1592 2.7694 1.1684 -0.2745 0.3195 -0.0631
C 3.3141 0.7058 0.8115 0.0010 0.0539 -0.0304
C 2.3324 2.8149 0.4744 -0.0381 0.0957 -0.1152
C 0.0594 1.6432 -4.4011 0.0590 0.1107 0.0254
C 0.3104 2.6397 -5.3356 0.0410 -0.0775 -0.0384
C 1.0882 0.7752 -4.0319 0.0069 0.0422 0.0420
C 1.0097 -3.6216 -2.9338 0.0977 0.0078 0.0278
C -0.0940 -2.0659 0.8014 -0.1343 -0.0254 -0.0111
C 1.6710 -3.0981 4.4865 0.0141 0.0019 -0.0838
C 3.5843 -3.9845 3.3738 -0.0842 0.0279 -0.1251
C 1.5742 2.7637 -5.9060 0.0081 -0.0617 0.0478
C 2.2691 -5.3729 -1.9188 -0.0332 0.0532 0.0820
C 3.3800 1.9597 0.2316 0.0906 -0.0202 -0.0300
C 2.5909 1.8887 -5.5455 -0.0677 0.0182 0.0023
C -1.8481 -1.1288 -2.5889 -0.0465 0.0310 -0.1612
C -2.0157 -2.5053 -2.7188 -0.3371 0.0084 -0.1024
C 1.7846 -4.7743 -3.0770 -0.0352 0.0560 0.0665
C -3.3135 2.2615 5.4715 -0.1390 -0.0228 -0.0107
C -1.0059 5.5187 1.3713 0.1286 0.0607 0.0340
C 2.2826 0.3129 1.6314 -0.0108 -0.1702 0.0745
C 2.0190 -4.8353 -0.6636 -0.0597 0.0813 -0.0519
C 0.7570 -3.0743 -1.6897 0.2925 -0.0132 0.1471
C 1.0424 -2.9034 3.2699 0.0682 0.0077 0.0365
C -4.4005 0.6504 2.1987 0.1769 0.0080 0.1238
C -0.1210 1.5958 3.7654 -0.1653 0.0972 -0.3263
C -2.2296 4.9084 1.1715 -0.0178 -0.0082 -0.0141
C 1.2625 1.2168 1.8520 -0.1111 0.0704 0.1798
C -2.1761 -3.0702 -3.9742 -0.1099 0.1147 -0.0163
C -1.9809 2.2596 5.2745 0.1102 -0.0332 -0.1440
C 0.9588 -3.0312 0.7857 0.0486 0.0845 0.0699
C 2.9663 -3.7921 2.1460 -0.0655 -0.0212 0.1142
C -0.9916 -1.2198 0.8180 0.3362 -0.3078 -0.0814
C -1.4259 1.6512 4.0695 -0.2625 -0.1602 0.0365
C -2.2550 3.5315 1.0810 0.1827 -0.1484 0.0346
C 0.0341 3.3603 1.3125 -0.0479 -0.1760 -0.0221
C 1.2736 -3.6386 -0.4898 0.0372 -0.0205 -0.0855
C 0.1365 4.7413 1.4373 -0.0024 0.1458 0.0828
C 1.2341 2.4855 1.2575 -0.2329 0.0066 0.1078
C -2.1637 -2.2600 -5.1086 0.0228 0.0499 0.0573
C -4.2126 1.6965 4.4989 -0.1543 0.1334 0.2054
C 1.6432 -3.2785 2.0344 -0.0086 0.0779 -0.1723
C -1.9943 -0.8898 -4.9804 -0.0332 -0.0447 0.0094
C 2.3459 0.8931 -4.6044 -0.0411 0.0354 0.0024
C -3.6294 1.1472 3.3905 0.2520 -0.0224 -0.1645
C 2.9456 -3.6629 4.5680 -0.0414 0.0299 0.0098
C -1.8376 -0.3175 -3.7170 -0.0606 -0.0402 -0.0230
H -1.2982 2.6965 5.9913 -0.0321 -0.0077 0.0074
H 3.1366 0.2125 -4.3097 -0.0329 -0.0032 -0.0103
H 0.5901 -3.1438 -3.8142 0.0209 0.0176 0.0523
H -1.6871 -0.6875 -1.6112 -0.0430 -0.1186 -0.0144
H 0.1476 -2.1812 -1.6037 0.2539 -0.1483 0.0315
H 3.5321 -3.9842 1.2458 0.0030 -0.0716 -0.0342
H -3.1906 3.0099 0.9088 0.0669 -0.0137 0.0142
H -0.5003 3.3037 -5.6142 0.0104 -0.0184 0.0041
H 1.1066 5.1948 1.5743 0.0183 -0.0003 -0.0248
H 2.8466 -6.2901 -1.9914 -0.0024 -0.0187 0.0269
H -0.9365 6.5962 1.4624 0.0174 -0.0219 -0.0125
H 1.7645 3.5439 -6.6348 -0.0098 -0.0048 0.0021
H 0.9044 0.0143 -3.2793 0.0081 0.0059 -0.0440
H -1.9963 -3.1307 -1.8343 -0.0159 0.0840 -0.0200
H 1.9882 -5.1965 -4.0547 -0.0088 0.0108 0.0162
H 2.3656 -5.3747 0.2058 0.0569 -0.0039 0.0484
H 2.2441 -0.6738 2.0780 0.0001 0.0069 -0.0300
H -2.2976 -4.1428 -4.0750 0.0322 0.0083 0.0083
H 3.5729 1.9786 -5.9964 0.0006 0.0128 0.0082
H -5.9245 0.5252 3.2746 -0.0031 -0.0165 -0.0418
H 1.1907 2.9383 4.1006 0.0452 -0.0013 0.0103
H -5.2844 1.7910 4.6166 0.0151 0.0354 0.0209
H 3.4320 -3.8148 5.5252 -0.0052 0.0057 -0.0237
H -3.1411 5.4799 1.0705 -0.0158 -0.0243 0.0172
H -1.9895 -0.2490 -5.8554 -0.0228 -0.0167 0.0027
H 1.1602 -2.7965 5.3966 -0.0145 -0.0026 -0.0268
H -2.2796 -2.7012 -6.0925 0.0001 0.0050 -0.0015
H -3.7227 2.7106 6.3686 -0.0001 0.0102 0.0164
H 4.2001 2.2507 -0.4092 -0.0364 -0.0284 -0.0011
H 4.5984 -4.3752 3.3967 -0.0180 0.0141 -0.0280
H 0.0645 -2.4377 3.2309 0.0024 -0.0276 0.0221
```
Forces are in eV/Å.

Calculated values
molecular weight = 821.16 g/mol
ΔE to the lowest compared entry with this formula, charge and spin = 272.0 kJ/mol
charge = -2
total energy = -100180.65351 eV